# C6H12NO

An isolated ion of composition C6H12NO and charge +1 at a distorted geometry (the ωB97M-V functional and the def2-TZVPD basis, the Open Molecules 2025 dataset).

Output
- ΔE to the lowest compared entry with this formula, charge and spin (kcal/mol) = 57.2
- E_HOMO (Ha) = -0.49872
- LUMO level (eV) = -5.300
- frontier orbital gap (eV) = 8.3

Structure (ORCA input):
```
! wB97M-V def2-TZVPD RIJCOSX def2/J DEFGRID3
* xyz 1 1
C -0.45 2.62 -2.54
N -0.45 2.13 -1.34
C -0.64 0.77 -0.89
C -0.61 0.64 0.47
C -0.85 -0.70 0.95
C 0.38 -1.08 1.78
C 1.47 -1.65 0.85
O 0.68 -2.50 -0.01
H -0.15 3.64 -2.78
H -0.95 2.14 -3.43
H -0.34 2.73 -0.45
H -0.78 -0.15 -1.46
H -0.68 1.48 1.22
H -1.02 -1.33 0.07
H -1.80 -0.87 1.48
H 0.71 -0.07 2.31
H -0.02 -1.66 2.67
H 2.27 -2.23 1.43
H 1.99 -0.93 0.27
H 1.25 -2.98 -0.63
*
```


# C11H19N3O2

One molecule with the formula C11H19N3O2 at a distorted geometry (the ωB97M-V functional and the def2-TZVPD basis, the Open Molecules 2025 dataset).

Output
- ΔE to the lowest compared entry with this formula, charge and spin (kcal/mol) = 29.0
- E_HOMO (Ha) = -0.32931
- LUMO level (eV) = 0.549
- frontier orbital gap (eV) = 9.5

Structure (ORCA input):
```
! wB97M-V def2-TZVPD RIJCOSX def2/J DEFGRID3
* xyz 0 1
H 1.29 -2.81 -1.79
N 1.94 -2.65 -1.07
C 2.26 -1.52 -0.73
N 3.15 -1.35 0.32
C 3.48 0.12 0.30
C 2.24 0.77 -0.31
C 1.06 1.10 0.65
C -0.19 1.65 -0.12
C -1.55 1.37 0.63
C -2.04 -0.11 0.64
C -2.65 -0.86 -0.36
C -3.18 -0.31 -1.65
C -2.94 -2.35 -0.17
C 1.25 2.19 1.74
O 1.74 3.26 1.39
O 1.00 1.89 3.07
N 1.84 -0.30 -1.18
H 3.95 -1.96 0.26
H 4.42 0.39 -0.33
H 3.62 0.48 1.29
H 2.55 1.75 -0.80
H 0.77 0.17 1.15
H -0.17 2.72 -0.22
H -0.26 1.36 -1.19
H -1.55 1.75 1.65
H -2.34 1.89 0.12
H -1.93 -0.64 1.62
H -4.14 -0.73 -2.03
H -2.57 -0.55 -2.53
H -3.29 0.71 -1.72
H -4.00 -2.59 -0.09
H -2.50 -3.13 -0.87
H -2.51 -2.77 0.82
H 0.34 1.19 3.16
H 0.94 -0.15 -1.64
*
```


# C7H6Cl2N2

A 2-piece molecular cluster, C7H6Cl2N2 overall at a distorted geometry (the ωB97M-V functional and the def2-TZVPD basis, the Open Molecules 2025 dataset).

Output
- ΔE to the lowest compared entry with this formula, charge and spin (kcal/mol) = 107.7
- E_HOMO (alpha / beta) (Ha) = -0.34793 / -0.34705
- LUMO level (alpha / beta) (eV) = -3.049 / -3.048
- frontier orbital gap (alpha / beta) (eV) = 6.4 / 6.4

Structure (ORCA input):
```
! wB97M-V def2-TZVPD RIJCOSX def2/J DEFGRID3
* xyz 0 1
C 1.49 1.09 -4.13
C -0.54 2.39 -3.15
C -1.47 -0.66 -0.79
C 0.41 1.65 -3.57
C -2.44 -0.31 -1.59
C 0.57 0.64 -0.39
C -0.80 0.25 0.18
N 2.42 0.45 -4.37
N -1.33 2.98 -2.51
Cl -3.02 -1.26 -2.86
Cl -3.22 1.29 -1.64
H -1.11 -1.64 -0.81
H 1.14 1.15 0.34
H 0.53 1.36 -1.16
H 1.16 -0.19 -0.68
H -1.48 1.18 0.14
H -0.58 -0.25 1.14
*
```


# C3H12N3O

A 2-piece molecular cluster, C3H12N3O overall (the ωB97M-V functional and the def2-TZVPD basis, the Open Molecules 2025 dataset).

Output
- ΔE to the lowest compared entry with this formula, charge and spin (kcal/mol) = 47.9
- E_HOMO (Ha) = -0.48968
- LUMO level (eV) = -3.112
- frontier orbital gap (eV) = 10.2

Structure (ORCA input):
```
! wB97M-V def2-TZVPD RIJCOSX def2/J DEFGRID3
* xyz 1 1
N 0.63 -2.65 2.08
C 0.65 -1.54 1.16
N -0.08 -0.29 1.55
H 1.40 -2.59 2.73
H -0.25 -2.72 2.58
H 1.68 -1.24 0.98
H 0.21 -1.86 0.21
H -1.06 -0.54 1.71
H 0.25 -0.03 2.48
O 0.34 2.06 -3.28
C -0.71 1.66 -2.86
C -0.89 1.19 -1.43
N 0.37 1.26 -0.66
H -1.62 1.55 -3.47
H -1.66 1.80 -0.97
H -1.22 0.15 -1.48
H 0.20 0.66 0.27
H 1.15 0.92 -1.24
H 0.62 2.20 -0.38
*
```


# C2H2ClNS2

A 2-piece molecular cluster, C2H2ClNS2 overall at a distorted geometry (the ωB97M-V functional and the def2-TZVPD basis, the Open Molecules 2025 dataset).

Output
- ΔE to the lowest compared entry with this formula, charge and spin (kcal/mol) = 54.2
- E_HOMO (Ha) = -0.33317
- LUMO level (eV) = -1.727
- frontier orbital gap (eV) = 7.3

Structure (ORCA input):
```
! wB97M-V def2-TZVPD RIJCOSX def2/J DEFGRID3
* xyz 0 1
S 2.06 1.78 0.89
N 1.30 1.05 -0.28
S 1.28 -0.27 -1.07
Cl 2.68 -1.88 -0.57
C -1.56 -0.25 -0.31
C -2.05 -0.28 0.79
H -1.28 0.13 -1.26
H -2.43 -0.28 1.80
*
```


# C5H8O

A 2-piece molecular cluster, C5H8O overall at a distorted geometry (the ωB97M-V functional and the def2-TZVPD basis, the Open Molecules 2025 dataset).

Output
- ΔE to the lowest compared entry with this formula, charge and spin (kcal/mol) = 109.1
- E_HOMO (alpha / beta) (Ha) = -0.35495 / -0.22624
- LUMO level (alpha / beta) (eV) = 0.842 / 1.029
- frontier orbital gap (alpha / beta) (eV) = 10.5 / 7.2

Structure (ORCA input):
```
! wB97M-V def2-TZVPD RIJCOSX def2/J DEFGRID3
* xyz 0 1
C -1.64 0.47 -0.01
C -0.40 -0.34 -0.11
C 0.81 -0.02 -0.71
C 1.68 -1.08 -0.49
O 1.12 -2.07 0.20
C -0.24 -1.70 0.48
H -2.45 0.04 -0.62
H -1.47 1.49 -0.34
H -2.00 0.49 1.03
H 1.05 0.88 -1.25
H 2.12 7.26 1.01
H 2.71 -1.22 -0.77
H -0.39 -1.74 1.57
H -0.89 -2.46 0.02
*
```


# C30H73F3NbO13

C30H73F3NbO13 as an isolated structure at a distorted geometry (the ωB97M-V functional and the def2-TZVPD basis, the Open Molecules 2025 dataset).

Output
- E_HOMO (Ha) = -0.18312
- LUMO level (eV) = 2.170
- frontier orbital gap (eV) = 7.2

Structure (ORCA input):
```
! wB97M-V def2-TZVPD RIJCOSX def2/J DEFGRID3
* xyz -1 1
O -1.68 2.00 0.34
C -1.19 1.15 -0.71
C -0.35 -0.01 -0.16
Nb -1.30 -2.07 -0.39
C -3.39 -1.30 0.22
C -4.30 -1.09 -1.01
C -5.59 -0.43 -0.72
F -6.55 -0.57 -1.65
C -5.93 0.24 0.34
F -5.17 0.99 1.04
F -7.16 0.24 0.76
H -1.95 1.40 1.04
H -2.03 0.83 -1.33
H -0.55 1.77 -1.34
H -0.07 0.14 0.88
H 0.61 -0.04 -0.69
H -1.73 -1.82 -2.16
H 0.33 -2.69 -0.95
H -0.89 -2.48 1.36
H -2.00 -3.76 -0.51
H -3.29 -0.40 0.82
H -3.82 -2.13 0.77
H -3.75 -0.62 -1.82
H -4.55 -2.09 -1.37
C -10.45 -3.17 -4.12
O -10.16 -1.79 -4.20
C -8.84 -1.47 -3.79
C -7.94 -1.20 -4.97
O -7.70 -2.39 -5.73
C -8.46 -2.44 -6.92
H -11.42 -3.34 -4.59
H -9.69 -3.77 -4.64
H -10.51 -3.49 -3.07
H -8.42 -2.27 -3.16
H -8.90 -0.56 -3.18
H -6.97 -0.86 -4.61
H -8.36 -0.42 -5.61
H -8.08 -1.70 -7.64
H -9.52 -2.26 -6.74
H -8.33 -3.43 -7.35
C 3.16 4.47 1.74
O 2.33 3.62 0.97
C 0.98 4.07 0.91
C 0.67 4.71 -0.42
O 1.37 5.95 -0.57
C 2.49 5.84 -1.43
H 4.19 4.14 1.61
H 3.08 5.51 1.42
H 2.90 4.39 2.81
H 0.76 4.75 1.74
H 0.34 3.19 1.03
H -0.39 4.94 -0.46
H 0.91 4.03 -1.24
H 2.17 5.70 -2.47
H 3.15 5.02 -1.13
H 3.05 6.77 -1.36
C 2.16 10.92 3.51
O 3.56 10.90 3.32
C 4.18 9.75 3.88
C 4.52 8.73 2.83
O 3.36 8.14 2.27
C 3.04 8.65 0.98
H 1.75 11.75 2.92
H 1.69 9.99 3.19
H 1.92 11.10 4.57
H 3.54 9.30 4.65
H 5.10 10.09 4.36
H 5.10 7.92 3.29
H 5.15 9.18 2.05
H 3.78 8.30 0.25
H 3.01 9.74 0.97
H 2.06 8.27 0.70
C 5.30 -2.01 3.21
O 4.55 -1.15 4.05
C 5.30 -0.02 4.49
C 4.92 1.23 3.72
O 5.35 1.14 2.37
C 4.28 0.85 1.47
H 4.61 -2.75 2.80
H 5.77 -1.47 2.39
H 6.07 -2.53 3.80
H 6.37 -0.21 4.41
H 5.05 0.13 5.55
H 5.44 2.08 4.17
H 3.84 1.41 3.78
H 3.61 1.71 1.39
H 3.71 -0.02 1.79
H 4.71 0.65 0.49
C 1.25 -3.85 -4.12
O 0.32 -4.77 -3.59
C -0.31 -5.55 -4.59
C 0.25 -6.95 -4.64
O 1.59 -6.96 -5.12
C 2.54 -7.13 -4.08
H 1.80 -3.40 -3.29
H 1.97 -4.34 -4.79
H 0.73 -3.06 -4.67
H -0.23 -5.07 -5.57
H -1.37 -5.61 -4.32
H -0.34 -7.55 -5.34
H 0.19 -7.42 -3.65
H 2.50 -8.14 -3.68
H 2.38 -6.41 -3.27
H 3.53 -6.96 -4.50
C 0.82 -5.98 2.09
O 0.72 -4.90 3.00
C 0.56 -5.32 4.34
C 1.84 -5.18 5.12
O 2.83 -6.10 4.68
C 3.82 -5.50 3.87
H 1.09 -5.58 1.11
H 1.59 -6.69 2.41
H -0.14 -6.50 2.01
H 0.19 -6.36 4.38
H -0.20 -4.68 4.79
H 1.64 -5.41 6.18
H 2.21 -4.15 5.06
H 4.45 -4.84 4.47
H 3.37 -4.93 3.05
H 4.44 -6.29 3.45
*
```


# C7H8N3S

An isolated ion of composition C7H8N3S and charge +1 at a distorted geometry (the ωB97M-V functional and the def2-TZVPD basis, the Open Molecules 2025 dataset).

Output
- ΔE to the lowest compared entry with this formula, charge and spin (kcal/mol) = 151.5
- E_HOMO (alpha / beta) (Ha) = -0.48992 / -0.49665
- LUMO level (alpha / beta) (eV) = -7.777 / -7.380
- frontier orbital gap (alpha / beta) (eV) = 5.6 / 6.1

Structure (ORCA input):
```
! wB97M-V def2-TZVPD RIJCOSX def2/J DEFGRID3
* xyz 1 1
C -0.23 0.62 -1.07
C 0.50 -1.97 2.02
C 0.92 -0.21 -1.05
C -0.91 0.70 0.10
C 0.30 -0.96 1.08
C 1.92 -0.09 -2.20
C -1.88 1.84 0.16
N 1.14 -0.87 -0.01
N -1.66 -1.57 3.64
N -0.63 -0.06 1.09
S -0.41 -2.28 3.52
H -0.38 1.22 -1.96
H 1.21 -2.69 1.79
H 2.16 -0.94 -2.81
H 1.45 0.67 -2.87
H 2.77 0.23 -1.78
H -1.67 2.49 0.95
H -1.73 2.41 -0.75
H -2.88 1.47 0.14
*
```


# C3H6N2O

One molecule with the formula C3H6N2O at a distorted geometry (the ωB97M-V functional and the def2-TZVPD basis, the Open Molecules 2025 dataset).

Output
- ΔE to the lowest compared entry with this formula, charge and spin (kcal/mol) = 128.8
- E_HOMO (alpha / beta) (Ha) = -0.26903 / -0.34798
- LUMO level (alpha / beta) (eV) = -0.968 / 0.243
- frontier orbital gap (alpha / beta) (eV) = 6.4 / 9.7

Structure (ORCA input):
```
! wB97M-V def2-TZVPD RIJCOSX def2/J DEFGRID3
* xyz 0 1
N 1.14 1.19 0.53
C 0.16 -0.62 0.22
C -1.11 -0.60 -0.56
O -2.24 -0.58 0.28
C 1.40 -0.06 -0.26
N 2.26 -0.46 -1.04
H 1.71 1.32 1.36
H 1.05 2.06 0.00
H 0.12 -1.18 1.16
H -1.10 0.21 -1.30
H -1.14 -1.55 -1.12
H -2.26 0.27 0.73
*
```


# C45H54BrNPS

A 7-piece molecular cluster, C45H54BrNPS overall at a distorted geometry (the ωB97M-V functional and the def2-TZVPD basis, the Open Molecules 2025 dataset).

Output
- ΔE to the lowest compared entry with this formula, charge and spin (kcal/mol) = 29.4
- E_HOMO (Ha) = -0.36569
- LUMO level (eV) = -4.354
- frontier orbital gap (eV) = 5.6

Structure (ORCA input):
```
! wB97M-V def2-TZVPD RIJCOSX def2/J DEFGRID3
* xyz 1 1
C 9.49 -3.51 2.55
C 8.62 -2.88 3.71
P 7.96 -1.16 3.39
C 9.48 -0.12 2.98
C 6.89 -1.09 1.85
N 7.36 -1.68 0.56
C 6.40 -1.62 -0.34
S 4.96 -0.69 0.24
C 5.34 -1.27 1.99
C 4.76 -2.72 2.00
C 3.21 -2.76 1.73
C 2.42 -1.77 2.66
Br 1.93 -0.09 1.73
H 8.94 -3.67 1.60
H 9.79 -4.52 2.90
H 10.44 -2.95 2.43
H 7.84 -3.62 3.98
H 9.30 -2.79 4.59
H 10.22 -0.27 3.79
H 9.95 -0.51 2.05
H 9.14 0.93 2.86
H 6.95 0.01 1.59
H 8.25 -2.09 0.33
H 6.44 -2.06 -1.35
H 4.84 -0.67 2.77
H 4.91 -3.20 2.99
H 5.24 -3.41 1.26
H 2.85 -3.80 1.90
H 2.96 -2.53 0.67
H 1.46 -2.26 2.91
H 3.00 -1.58 3.59
C -1.11 -0.12 -0.35
C -1.86 -1.29 -0.28
C -2.85 -1.53 -1.23
C -3.09 -0.62 -2.25
C -2.33 0.55 -2.32
C -1.35 0.80 -1.37
H -0.35 0.08 0.38
H -1.68 -2.00 0.51
H -3.44 -2.44 -1.17
H -3.86 -0.81 -2.99
H -2.52 1.26 -3.12
H -0.77 1.71 -1.42
C -6.26 0.02 -1.06
C -6.94 1.23 -1.07
C -8.33 1.25 -1.15
C -9.04 0.06 -1.23
C -8.36 -1.15 -1.22
C -6.97 -1.17 -1.15
H -5.18 0.01 -1.00
H -6.39 2.17 -1.00
H -8.86 2.20 -1.16
H -10.12 0.07 -1.29
H -8.91 -2.09 -1.28
H -6.44 -2.12 -1.15
C 11.54 0.16 -1.37
C 10.82 -0.93 -0.88
C 11.35 -2.21 -0.97
C 12.60 -2.41 -1.54
C 13.32 -1.32 -2.02
C 12.79 -0.04 -1.94
H 11.13 1.16 -1.31
H 9.85 -0.77 -0.44
H 10.79 -3.06 -0.59
H 13.02 -3.41 -1.60
H 14.30 -1.48 -2.46
H 13.35 0.80 -2.33
C -12.35 1.25 3.72
C -11.14 1.39 3.05
C -10.90 0.67 1.89
C -11.87 -0.19 1.39
C -13.08 -0.33 2.06
C -13.32 0.38 3.23
H -12.54 1.81 4.63
H -10.39 2.07 3.43
H -9.96 0.78 1.37
H -11.69 -0.75 0.48
H -13.84 -1.00 1.67
H -14.26 0.27 3.75
C 6.84 5.01 -2.41
C 7.87 4.11 -2.16
C 7.59 2.89 -1.56
C 6.28 2.56 -1.22
C 5.25 3.46 -1.48
C 5.53 4.69 -2.07
H 7.06 5.96 -2.87
H 8.89 4.36 -2.43
H 8.39 2.19 -1.35
H 6.06 1.61 -0.76
H 4.23 3.21 -1.21
H 4.73 5.39 -2.26
C -12.46 2.44 -3.16
C -12.29 2.36 -1.78
C -13.37 2.10 -0.96
C -14.63 1.90 -1.51
C -14.81 1.97 -2.88
C -13.72 2.24 -3.71
H -11.62 2.64 -3.80
H -11.30 2.51 -1.35
H -13.24 2.05 0.12
H -15.48 1.70 -0.86
H -15.79 1.82 -3.31
H -13.86 2.30 -4.78
*
```


# H2N2O4S

A 2-piece molecular cluster, H2N2O4S overall at a distorted geometry (the ωB97M-V functional and the def2-TZVPD basis, the Open Molecules 2025 dataset).

Output
- ΔE to the lowest compared entry with this formula, charge and spin (kcal/mol) = 104.6
- E_HOMO (alpha / beta) (Ha) = -0.41822 / -0.39332
- LUMO level (alpha / beta) (eV) = -2.148 / -1.818
- frontier orbital gap (alpha / beta) (eV) = 9.2 / 8.9

Structure (ORCA input):
```
! wB97M-V def2-TZVPD RIJCOSX def2/J DEFGRID3
* xyz 0 1
N -0.92 0.05 -0.37
N 0.81 1.00 0.42
O 1.40 -0.74 1.29
O 0.52 1.76 1.24
O 0.98 -0.01 -2.02
O -0.19 2.14 -1.67
S 0.06 0.79 -1.31
H 1.54 -1.28 0.50
H -1.69 0.62 -0.06
*
```


# CH2N2O3S

A 2-piece molecular cluster, CH2N2O3S overall at a distorted geometry (the ωB97M-V functional and the def2-TZVPD basis, the Open Molecules 2025 dataset).

Output
- ΔE to the lowest compared entry with this formula, charge and spin (kcal/mol) = 60.5
- E_HOMO (alpha / beta) (Ha) = 0.04691 / 0.04695
- LUMO level (alpha / beta) (eV) = 6.611 / 6.612
- frontier orbital gap (alpha / beta) (eV) = 5.3 / 5.3

Structure (ORCA input):
```
! wB97M-V def2-TZVPD RIJCOSX def2/J DEFGRID3
* xyz -2 1
C -3.67 0.49 0.02
N -1.94 -0.88 -0.79
N 0.65 -0.43 0.34
O -3.89 1.50 -0.63
O -4.19 -0.06 0.96
O -0.51 -2.88 -0.44
S -1.08 -1.58 0.24
H 0.55 0.27 -0.44
H 1.19 -1.12 -0.35
*
```